(1)
Density functional theory data (ωB97M-V with the def2-TZVPD basis set) for C3H2N2O2 in the gas phase in a non-equilibrium geometry.

Calculated values
E_tot (a.u.): -375.3300
HOMO-LUMO gap (alpha / beta) (eV): 6.27 / 9.49
Strongest force on any atom (eV/Å): 5.16
ΔE to the lowest compared entry with this formula, charge and spin (kcal per mole): 33.5
Lowest unoccupied orbital energy (alpha / beta) (Eh): 0.018 / -0.061

Structure (ORCA input):
```
! RIJCOSX wB97M-V def2-TZVPD def2/J DEFGRID3
* xyz 0 3
C -0.8614 0.8439 0.0113
C -0.0336 -0.0951 0.4710
C -0.2060 -0.4513 -1.7727
N 0.2882 -0.7855 -0.7478
N 0.6212 -0.2621 1.6839
O -1.5769 1.6187 -0.4822
O -0.6489 -0.0417 -2.7865
H 1.3928 0.4543 1.6635
H 1.0246 -1.2812 1.9594
*
```

---

(2)
Density functional theory data (ωB97M-V with the def2-TZVPD basis set) for C4H2LiO2Rb as an isolated structure in a non-equilibrium geometry.

Calculated values
E_tot (a.u.): -335.4736
HOMO-LUMO gap (alpha / beta) (eV): 3.74 / 3.74
Strongest force on any atom (eV/Å): 5.22
ΔE to the lowest compared entry with this formula, charge and spin (kcal per mole): 106.0
Lowest unoccupied orbital energy (alpha / beta) (Eh): -0.052 / -0.052

Structure (ORCA input):
```
! RIJCOSX wB97M-V def2-TZVPD def2/J DEFGRID3
* xyz 0 1
C -1.7019 0.2798 0.1936
C -1.3310 -0.7021 0.9259
O -2.4707 1.3557 0.1575
Rb 3.6812 -0.5080 -2.9831
H -1.4425 -1.1209 1.9038
C 0.8637 -1.0090 0.3232
C 1.0985 -0.0293 -0.4724
O 0.2037 0.8652 -0.8641
Li -0.1777 2.5817 -0.1984
H 1.2767 -1.7131 1.0141
*
```

---

(3)
Density functional theory data (ωB97M-V with the def2-TZVPD basis set) for a 2-piece molecular cluster, CH2BrFO overall in a non-equilibrium geometry.

Calculated values
E_tot (a.u.): -2788.2454
HOMO-LUMO gap (alpha / beta) (eV): 5.52 / 5.57
Strongest force on any atom (eV/Å): 3.58
ΔE to the lowest compared entry with this formula, charge and spin (kcal per mole): 110.1
Lowest unoccupied orbital energy (alpha / beta) (Eh): -0.176 / -0.175

Structure (ORCA input):
```
! RIJCOSX wB97M-V def2-TZVPD def2/J DEFGRID3
* xyz 0 1
C 0.4389 0.4120 -0.1613
O 1.1911 0.0043 -1.0902
F 0.3943 1.7340 0.1917
Br 3.8961 0.0254 0.0306
H -0.5309 0.2425 -0.5230
H 0.5171 -0.1851 0.8479
*
```

---

(4)
Density functional theory data (ωB97M-V with the def2-TZVPD basis set) for C5H7EuO3 as an isolated structure in a non-equilibrium geometry.

Calculated values
E_tot (a.u.): -1129.9599
HOMO-LUMO gap (alpha / beta) (eV): 3.86 / 6.07
Strongest force on any atom (eV/Å): 1.31
ΔE to the lowest compared entry with this formula, charge and spin (kcal per mole): 48.2
Lowest unoccupied orbital energy (alpha / beta) (Eh): -0.269 / -0.262

Structure (ORCA input):
```
! RIJCOSX wB97M-V def2-TZVPD def2/J DEFGRID3
* xyz 2 9
O -2.3103 -3.3723 0.1556
C -1.8876 -4.4524 0.2787
C -1.4264 -5.6715 0.4166
H -1.1281 -6.2268 -0.4711
H -1.3629 -6.1047 1.4150
O -1.4900 0.2348 0.2529
O 0.6048 0.2999 -0.7541
C -2.2356 1.3448 1.1498
C -2.9761 2.1965 0.1891
C -0.4201 0.2523 -0.2666
H -2.8448 0.7214 1.8106
H -1.3898 1.8170 1.6562
H -2.3222 3.0645 0.0142
H -3.1377 1.6897 -0.7696
H -3.9230 2.5545 0.6087
Eu 5.0655 2.8013 -2.0806
*
```